Molecular formula: C56H118N2O33
Method: DFT, ωB97M-V with the def2-TZVPD basis set

As for the multiplicity: 1. The calculation puts the HOMO energy at -8.08 eV. As for the orbital gap: 8.6 eV.

Last column: Löwdin charge in e.
Atoms and positions in Å:
1 C -8.439 -1.744 -0.428  -0.09
2 C -7.021 -1.237 -0.331  -0.27
3 N -6.372 -1.329 -1.648  -0.17
4 C -6.635 -0.192 -2.531  -0.25
5 C -6.064 -0.311 -3.977  -0.07
6 C -4.908 -1.547 -1.431  -0.23
7 C -4.208 -0.384 -0.820  -0.08
8 H -8.942 -1.612 0.561  0.08
9 H -8.498 -2.811 -0.655  0.07
10 H -8.970 -1.225 -1.219  0.06
11 H -6.934 -0.207 0.032  0.11
12 H -6.506 -1.880 0.371  0.11
13 H -7.750 -0.154 -2.664  0.11
14 H -6.445 0.747 -2.035  0.09
15 H -5.868 -1.327 -4.267  0.06
16 H -6.773 0.155 -4.642  0.06
17 H -5.087 0.165 -4.159  0.07
18 H -4.415 -1.850 -2.333  0.09
19 H -4.836 -2.359 -0.718  0.09
20 H -4.400 0.561 -1.331  0.07
21 H -3.150 -0.532 -0.758  0.05
22 H -4.526 -0.231 0.224  0.08
23 C -5.719 3.230 0.918  -0.08
24 C -4.760 4.021 1.794  -0.25
25 N -4.250 3.264 2.943  -0.19
26 C -3.501 4.054 3.922  -0.26
27 C -4.357 5.100 4.632  -0.12
28 C -3.617 1.976 2.622  -0.23
29 C -2.555 1.936 1.520  -0.06
30 H -5.234 2.486 0.334  0.03
31 H -6.003 4.016 0.201  0.08
32 H -6.616 2.778 1.417  0.10
33 H -3.934 4.410 1.192  0.11
34 H -5.276 4.852 2.285  0.10
35 H -3.087 3.360 4.656  0.11
36 H -2.711 4.706 3.450  0.12
37 H -5.320 4.708 5.007  0.08
38 H -3.817 5.421 5.548  0.07
39 H -4.565 6.055 4.059  0.08
40 H -4.422 1.306 2.313  0.10
41 H -3.178 1.557 3.529  0.10
42 H -2.994 2.173 0.533  0.06
43 H -2.079 0.950 1.519  0.07
44 H -1.769 2.689 1.604  0.07
45 C -1.809 3.877 -1.740  -0.03
46 C -1.248 2.473 -1.789  -0.16
47 O -0.144 2.467 -0.827  0.02
48 C 0.196 1.347 -0.165  -0.58
49 O -0.163 0.198 -0.291  0.08
50 O 1.092 1.715 0.752  -0.02
51 C 1.694 0.592 1.427  0.00
52 H -1.108 4.523 -2.216  0.06
53 H -1.922 4.178 -0.748  0.05
54 H -2.765 4.043 -2.249  0.10
55 H -0.826 2.158 -2.742  0.11
56 H -2.000 1.778 -1.497  0.09
57 H 1.629 0.717 2.491  0.08
58 H 2.761 0.537 1.198  0.07
59 H 1.233 -0.375 1.193  0.10
60 C -0.385 1.882 -6.102  -0.05
61 C -1.140 3.143 -5.854  -0.22
62 O -1.726 3.484 -7.110  0.02
63 C -2.106 4.726 -7.451  -0.56
64 O -1.742 5.767 -6.986  0.13
65 O -2.969 4.616 -8.520  -0.02
66 C -3.328 5.859 -9.151  -0.05
67 H 0.410 1.719 -5.372  0.07
68 H 0.024 2.015 -7.090  0.08
69 H -1.109 1.039 -6.103  0.09
70 H -0.448 3.953 -5.577  0.11
71 H -1.874 3.007 -5.032  0.13
72 H -2.446 6.424 -9.416  0.09
73 H -3.925 6.541 -8.491  0.11
74 H -3.919 5.709 -10.035  0.08
75 C 2.214 4.382 1.421  -0.03
76 C 1.084 4.129 2.368  -0.17
77 O -0.083 4.825 1.842  0.03
78 C -0.143 6.098 2.107  -0.65
79 O 0.604 6.627 2.931  0.09
80 O -1.070 6.657 1.373  0.01
81 C -1.527 7.941 1.792  -0.03
82 H 1.811 4.410 0.407  0.08
83 H 2.964 3.594 1.461  0.06
84 H 2.696 5.312 1.615  0.08
85 H 1.263 4.425 3.393  0.12
86 H 0.797 3.081 2.378  0.10
87 H -0.738 8.683 1.869  0.10
88 H -2.072 7.837 2.719  0.10
89 H -2.157 8.337 1.009  0.09
90 C 4.980 -1.156 3.709  -0.05
91 C 4.002 -0.259 4.423  -0.21
92 O 4.267 -0.168 5.826  0.04
93 C 5.259 0.614 6.197  -0.67
94 O 5.660 0.690 7.319  0.13
95 O 5.765 1.279 5.198  -0.02
96 C 6.933 2.113 5.466  0.00
97 H 5.160 -2.036 4.304  0.08
98 H 5.974 -0.696 3.478  0.10
99 H 4.536 -1.553 2.765  0.08
100 H 3.030 -0.746 4.335  0.10
101 H 3.846 0.736 4.007  0.12
102 H 7.507 2.127 4.510  0.10
103 H 7.590 1.673 6.226  0.10
104 H 6.667 3.173 5.714  0.11
105 C 1.567 0.956 7.163  -0.05
106 C 1.176 -0.507 7.099  -0.17
107 O -0.238 -0.655 6.751  0.03
108 C -0.553 -0.984 5.526  -0.70
109 O 0.218 -1.246 4.664  0.12
110 O -1.822 -1.033 5.289  0.01
111 C -2.826 -0.637 6.308  0.01
112 H 0.847 1.551 7.774  0.09
113 H 1.469 1.355 6.134  0.09
114 H 2.562 1.038 7.542  0.06
115 H 1.202 -0.964 8.097  0.13
116 H 1.822 -1.036 6.400  0.10
117 H -3.703 -0.641 5.714  0.07
118 H -2.695 0.403 6.639  0.10
119 H -2.816 -1.364 7.158  0.11
120 C -1.652 -3.528 -7.865  -0.05
121 C -2.218 -2.912 -6.522  -0.16
122 O -1.092 -2.701 -5.599  0.05
123 C -1.373 -2.179 -4.424  -0.61
124 O -2.496 -1.831 -4.028  0.07
125 O -0.290 -2.037 -3.711  0.02
126 C -0.526 -1.611 -2.398  -0.07
127 H -1.119 -2.822 -8.454  0.06
128 H -2.489 -3.932 -8.417  0.07
129 H -1.008 -4.394 -7.623  0.08
130 H -2.919 -3.689 -6.123  0.12
131 H -2.823 -2.033 -6.665  0.11
132 H -1.046 -0.633 -2.358  0.10
133 H 0.400 -1.537 -1.805  0.08
134 H -1.112 -2.397 -1.875  0.09
135 C 7.726 -2.961 -0.053  -0.05
136 C 6.451 -2.146 -0.138  -0.19
137 O 6.634 -0.848 0.500  0.03
138 C 5.586 -0.035 0.387  -0.57
139 O 4.512 -0.317 -0.114  0.10
140 O 5.931 1.109 1.032  0.00
141 C 5.120 2.232 0.837  -0.07
142 H 7.984 -3.394 0.905  0.08
143 H 8.589 -2.339 -0.372  0.09
144 H 7.631 -3.735 -0.777  0.05
145 H 5.628 -2.631 0.381  0.11
146 H 6.160 -1.989 -1.179  0.13
147 H 5.503 2.879 0.016  0.12
148 H 5.067 2.848 1.716  0.08
149 H 4.109 1.931 0.593  0.04
150 C 1.516 5.584 -3.715  -0.04
151 C 1.899 4.551 -2.630  -0.24
152 O 1.706 3.260 -3.082  0.00
153 C 2.321 2.218 -2.435  -0.55
154 O 3.162 2.311 -1.586  0.15
155 O 1.852 1.072 -2.919  0.00
156 C 2.426 -0.138 -2.513  -0.03
157 H 0.497 5.374 -4.015  0.05
158 H 2.090 5.469 -4.631  0.08
159 H 1.640 6.586 -3.340  0.08
160 H 1.218 4.702 -1.758  0.11
161 H 2.938 4.625 -2.290  0.13
162 H 2.027 -0.888 -3.185  0.09
163 H 2.062 -0.266 -1.507  0.08
164 H 3.500 -0.087 -2.634  0.10
165 C 0.946 -5.080 -1.784  -0.01
166 C 2.296 -4.750 -1.062  -0.10
167 O 3.087 -6.016 -1.135  0.01
168 C 4.428 -5.885 -1.307  -0.60
169 O 5.018 -4.842 -1.400  0.11
170 O 4.974 -7.101 -1.456  -0.01
171 C 6.332 -6.996 -1.898  -0.04
172 H 1.183 -5.507 -2.752  0.08
173 H 0.363 -4.183 -1.954  0.05
174 H 0.330 -5.776 -1.263  0.07
175 H 2.189 -4.700 -0.018  0.09
176 H 2.924 -3.983 -1.446  0.11
177 H 6.366 -6.402 -2.824  0.11
178 H 6.747 -7.971 -2.075  0.08
179 H 6.904 -6.531 -1.055  0.11
180 C -1.750 -2.176 1.469  -0.04
181 C -2.586 -3.381 1.121  -0.18
182 O -2.172 -3.807 -0.210  0.00
183 C -3.124 -4.519 -0.869  -0.56
184 O -4.204 -4.875 -0.440  0.11
185 O -2.725 -4.697 -2.151  -0.02
186 C -3.644 -5.299 -3.054  -0.04
187 H -1.906 -1.315 0.785  0.05
188 H -0.694 -2.485 1.379  0.08
189 H -1.992 -1.873 2.466  0.07
190 H -3.629 -3.261 1.135  0.10
191 H -2.328 -4.175 1.803  0.12
192 H -4.343 -4.610 -3.502  0.09
193 H -4.226 -6.088 -2.592  0.09
194 H -3.085 -5.701 -3.868  0.08
195 C 5.753 -7.512 3.098  -0.05
196 C 4.815 -7.190 1.982  -0.29
197 O 3.631 -6.631 2.362  0.04
198 C 3.632 -5.301 2.567  -0.55
199 O 4.575 -4.521 2.399  0.10
200 O 2.397 -4.951 2.867  0.01
201 C 2.022 -3.614 2.957  -0.05
202 H 6.700 -7.880 2.670  0.09
203 H 5.290 -8.320 3.721  0.09
204 H 5.848 -6.721 3.817  0.07
205 H 4.527 -8.075 1.377  0.15
206 H 5.260 -6.449 1.317  0.11
207 H 2.170 -3.061 2.023  0.10
208 H 2.558 -3.141 3.777  0.09
209 H 0.975 -3.607 3.232  0.09